1.
The following is a quantum chemistry calculation of Cl3Mg as an isolated structure at a distorted geometry, from the Open Molecules 2025 dataset.

The geometry in XYZ format:
```
4
Cl3Mg ωB97M-V/def2-TZVPD
Mg -0.30456 -0.09984 0.33242
Cl 1.07562 0.86276 1.88128
Cl -1.67294 0.75565 -1.47785
Cl 0.90187 -1.51858 -0.73586
```

Results
- expectation value of S² = 0.75
- calculated total energy (eV) = -43016.3983
- frontier orbital gap (alpha / beta) (eV) = 2.541 / 8.673
- spin multiplicity = 2
- total charge = -2
- HOMO level (alpha / beta) (Ha) = 0.130 / -0.086

Atom charges from the natural (NBO) analysis, given in e for atoms 1 to 2: Mg 0.903; Cl -0.994



2.
The following is a quantum chemistry calculation of C49H42Cl2ErIN8O3S3 as an isolated structure at a distorted geometry, from the Open Molecules 2025 dataset.

The geometry in XYZ format:
```
109
C49H42Cl2ErIN8O3S3 ωB97M-V/def2-TZVPD
Er 13.17155 16.41429 14.51907
O 6.81475 13.93608 17.71380
C 7.07156 15.15007 17.42021
O 6.34340 16.20343 17.51577
C 8.44341 15.41322 16.88531
C 8.90030 16.71185 16.55924
C 10.20314 16.91208 16.07439
N 11.05119 15.85512 15.80316
C 10.67338 14.60896 16.25384
C 9.38939 14.37069 16.72278
C 11.57632 13.49316 16.27180
C 11.09315 12.16954 16.24028
C 11.99365 11.10766 16.30689
C 13.34526 11.36859 16.47202
C 13.73604 12.69378 16.50752
N 12.90334 13.72775 16.30173
C 10.64043 18.25032 15.82134
C 9.76743 19.33056 15.67411
C 10.25340 20.62748 15.50219
C 11.63902 20.82039 15.49675
C 12.45145 19.70732 15.55389
N 11.98033 18.44980 15.62845
H 8.25247 17.57090 16.70774
H 9.12261 13.34302 16.99771
H 10.03578 11.99101 16.10536
H 11.62930 10.07518 16.21373
H 14.09851 10.58692 16.54816
H 14.76928 12.95601 16.73419
H 8.69382 19.12798 15.66848
H 9.57138 21.46270 15.42779
H 12.09765 21.80167 15.46655
H 13.52705 19.83315 15.48139
I 13.88878 16.57693 17.72990
C 15.73689 15.55262 17.40292
C 16.51368 15.38113 18.53297
C 17.68953 14.63287 18.41453
C 18.05686 14.04777 17.21293
C 17.24952 14.19974 16.07322
C 17.58140 13.53070 14.87449
C 16.81898 13.63762 13.74541
C 15.64634 14.43553 13.82986
C 15.27852 15.14820 14.94701
C 16.06622 15.02127 16.11557
H 16.21953 15.83390 19.47456
H 18.28716 14.45782 19.30523
H 18.98432 13.46422 17.13161
H 18.47440 12.91312 14.90584
H 17.06268 13.15001 12.80437
H 15.01379 14.47032 12.94190
S 10.67280 15.62622 12.14036
C 10.79312 14.08907 11.38790
N 10.19797 13.82732 10.17392
C 9.90099 12.42177 9.76686
C 11.06230 11.51466 10.08192
N 11.48440 11.73282 11.47199
C 11.92216 10.55299 12.21405
C 13.22910 9.97292 11.72907
C 14.42485 10.70987 11.81854
C 15.59550 10.19675 11.28124
C 15.61193 8.94669 10.66044
C 14.42802 8.23369 10.55182
C 13.24302 8.75227 11.06216
C 11.58331 13.00169 11.99550
S 12.48688 13.30556 13.40852
C 9.78641 14.94663 9.29460
C 10.94905 15.66000 8.62011
C 11.77355 14.95560 7.72041
C 12.85530 15.58150 7.11396
C 13.13609 16.92373 7.36332
C 12.31593 17.62276 8.24606
C 11.22572 17.00028 8.84932
H 9.67301 12.41807 8.68309
H 8.98729 12.08555 10.31431
H 11.93416 11.68223 9.43287
H 10.74615 10.45911 9.97707
H 11.11746 9.79456 12.11752
H 12.01025 10.85387 13.27161
H 14.41322 11.69574 12.28607
H 16.50441 10.77602 11.33120
H 16.54314 8.51634 10.29245
H 14.44250 7.26703 10.06832
H 12.32305 8.14626 11.01461
H 9.26626 15.67355 9.93112
H 9.15067 14.51831 8.50719
H 11.60579 13.88385 7.52254
H 13.49743 14.99521 6.45945
H 13.99362 17.39103 6.90548
H 12.54602 18.65901 8.46361
H 10.57779 17.58778 9.49929
O 13.65153 15.97252 12.12018
S 14.29364 17.31857 11.97096
N 14.27698 18.02050 13.29916
Cl 15.97441 18.16064 15.63332
C 16.49341 19.63411 14.65886
Cl 18.18136 19.47925 14.19313
H 16.37974 20.50660 15.31323
H 15.83270 19.66541 13.79296
C 8.40409 19.52721 11.28712
N 9.76999 19.40548 11.79232
C 10.91639 20.12301 11.48095
C 11.95172 19.51296 12.15812
N 11.48808 18.37253 12.80361
C 10.16806 18.38383 12.57977
H 8.23805 20.54119 10.88854
H 7.74192 19.31286 12.15682
H 8.23234 18.77690 10.49352
H 10.88715 21.01292 10.86990
H 12.98795 19.78292 12.24685
H 9.44056 17.71078 13.00600
```

Results
- expectation value of S² = 3.75
- calculated total energy (eV) = -162831.5494
- frontier orbital gap (eV) = 6.096
- spin multiplicity = 4
- total charge = 0
- HOMO level (Ha) = -0.276

Atom charges from the Mulliken analysis, given in e for atoms 1 to 2: Er 0.734; O -0.731



3.
The following is a quantum chemistry calculation of C22H38N7O4PPtS as an isolated structure, from the Open Molecules 2025 dataset.

The geometry in XYZ format:
```
74
C22H38N7O4PPtS ωB97M-V/def2-TZVPD
Pt -0.24814 -2.10929 -0.22568
O 4.16153 -3.22166 0.09360
S 2.77148 -3.13799 0.57788
N 1.70838 -2.72384 -0.34463
N -2.41275 -2.36847 -0.26199
C -3.56388 -2.45008 -0.14496
N -4.84592 -2.44535 0.06446
C -5.68563 -3.22551 -0.56581
N -6.51904 -3.86846 -1.06416
C 2.30586 -0.68678 4.23423
C 1.00707 -0.05230 4.71949
C -0.24708 -0.80302 4.24486
C -1.51069 -0.06124 4.71521
C -2.80810 -0.71385 4.25135
C -0.24932 -2.17481 4.88174
O -0.18590 -2.33939 6.09139
N -0.35079 -3.21648 4.02361
C -0.30247 -3.16876 2.60791
O -0.31945 -4.23757 2.02807
N -0.23915 -1.95794 1.99496
C -0.24767 -0.79888 2.70192
O -0.23234 0.30253 2.17588
H 3.17082 -0.11656 4.57874
H 2.34481 -0.72289 3.14353
H 2.41447 -1.70836 4.60709
H 0.92744 0.96727 4.33928
H 0.98253 -0.02245 5.81133
H -1.44192 0.95208 4.31667
H -1.47795 -0.01017 5.80669
H -2.86017 -0.76350 3.16192
H -3.67280 -0.14611 4.59932
H -2.90582 -1.73152 4.63696
H -0.36279 -4.14835 4.40972
C -1.93491 2.42156 -1.20653
C -1.08155 2.07373 -2.44509
C -0.54849 3.36432 -3.07177
C -2.03984 1.40534 -3.44441
P 0.18911 0.75355 -1.91351
N -0.59896 -0.23533 -1.03481
C 1.59256 1.67190 -1.00665
C 2.57295 2.49240 -1.85009
C 0.92986 2.61010 0.01559
C 2.35754 0.63613 -0.16635
C 0.95522 -0.01689 -3.49013
C -0.00573 -1.10406 -3.99894
C 1.28366 0.93576 -4.64326
C 2.23843 -0.76106 -3.08892
H -2.94860 2.67618 -1.53156
H -1.53849 3.27661 -0.65955
H -1.99359 1.56423 -0.53388
H -1.40075 4.00004 -3.34240
H 0.02979 3.19023 -3.97863
H 0.07012 3.93422 -2.37922
H -2.90764 2.05798 -3.58665
H -2.38620 0.44667 -3.05644
H -1.58469 1.24964 -4.42179
H 2.07425 3.22407 -2.48741
H 3.20581 1.87169 -2.48236
H 3.23628 3.04682 -1.17439
H 0.46946 3.48208 -0.44896
H 1.70712 2.97329 0.69726
H 0.18693 2.07661 0.60902
H 3.05786 0.03269 -0.73981
H 1.65716 -0.03578 0.32961
H 2.92386 1.16592 0.60846
H -0.87563 -0.69894 -4.51113
H -0.36497 -1.72203 -3.17578
H 0.53456 -1.74414 -4.70502
H 0.38894 1.34795 -5.11010
H 1.82425 0.37645 -5.41692
H 1.91957 1.76648 -4.33712
H 2.08799 -1.41992 -2.23247
H 3.06535 -0.08980 -2.86435
H 2.54681 -1.38703 -3.93415
```

Results
- expectation value of S² = 2.01
- calculated total energy (eV) = -65423.4493
- ΔE to the lowest compared entry with this formula, charge and spin (kJ/mol) = 29.1
- frontier orbital gap (alpha / beta) (eV) = 5.688 / 6.172
- spin multiplicity = 3
- total charge = -2
- HOMO level (alpha / beta) (Ha) = -0.050 / -0.068

Atom charges from the Mulliken analysis, given in e for atoms 1 to 2: Pt 2.179; O -0.616



4.
The following is a quantum chemistry calculation of C12H28AgBN2O3S as an isolated structure at a distorted geometry, from the Open Molecules 2025 dataset.

The geometry in XYZ format:
```
48
C12H28AgBN2O3S ωB97M-V/def2-TZVPD
Ag 0.37944 -0.74661 -1.05514
O -2.35066 -1.42868 3.26952
C -2.30969 -0.02180 3.05236
C -1.04267 0.59400 2.29349
O -0.62720 -0.12411 1.10468
H -2.48659 0.60595 3.92570
H -3.12965 0.12925 2.35025
H -0.14499 0.65016 2.90922
H -1.12191 1.65634 2.06270
B -0.08164 -3.04062 -0.41140
H 0.60777 -3.04025 -1.24143
H 0.48432 -2.64233 0.41642
H -0.91121 -2.35243 -0.46087
H -0.49288 -4.01459 -0.19572
C 5.56485 -2.71955 1.68336
C 4.49665 -1.88648 2.43096
C 3.03246 -2.18623 1.99421
C 2.87401 -1.75750 0.65049
N 2.72976 -1.37994 -0.45842
H 6.48863 -2.68324 2.26078
H 5.66488 -2.39100 0.64888
H 5.16485 -3.73237 1.63547
H 4.79042 -0.88216 2.12578
H 4.54218 -1.95430 3.51790
H 2.30319 -1.68477 2.63046
H 2.83207 -3.25745 1.97359
C -5.37144 1.00040 -3.64567
C -5.18317 0.25142 -2.29183
C -4.16567 1.03302 -1.31767
C -2.76230 1.00340 -1.73521
N -1.60590 0.93543 -1.91938
H -5.70133 0.24467 -4.35850
H -4.40795 1.43183 -3.91707
H -6.04076 1.85678 -3.56367
H -4.86986 -0.77353 -2.49036
H -6.20754 0.21952 -1.92070
H -4.14471 0.70405 -0.27870
H -4.39434 2.09824 -1.35113
C 1.10521 2.85787 0.15619
S 2.43909 2.12726 -0.92367
O 1.76584 0.99300 -1.75341
C 2.40691 3.63911 -2.05819
H 0.85057 2.01409 0.79751
H 0.21562 3.06377 -0.43906
H 1.38973 3.68336 0.80866
H 2.72213 3.51949 -3.09473
H 3.26057 4.23970 -1.74406
H 1.44299 4.14778 -2.07278
```

Results
- expectation value of S² = 0.76
- calculated total energy (eV) = -37523.4346
- frontier orbital gap (alpha / beta) (eV) = 5.923 / 5.788
- spin multiplicity = 2
- total charge = -1
- HOMO level (alpha / beta) (Ha) = -0.128 / -0.123

Atom charges from the natural (NBO) analysis, given in e for atoms 1 to 2: Ag 0.903; O -0.339



Question: Among the records above, which one has the lowest expectation value of S²?
Answer: Cl3Mg



Question: Among the records above, which one has the highest spin multiplicity?
Answer: C49H42Cl2ErIN8O3S3